#A
Here is a molecular structure, C13H10AuN3O2S3Sb from the Open Molecules 2025 dataset. Energies are from wB97M-V/def2-TZVPD.

Cartesian coordinates (Å):
Au  -1.6504  0.4559  0.9751
O  2.6401  -1.0516  -2.2253
C  1.8100  -0.5101  -3.1384
C  2.1956  -0.6108  -4.4751
C  1.4013  -0.0887  -5.4734
C  0.1986  0.5523  -5.1676
C  -0.1828  0.6576  -3.8476
C  0.6033  0.1352  -2.8146
C  0.1009  0.2928  -1.4288
O  -0.9887  0.8980  -1.2321
N  0.8956  -0.2204  -0.4529
N  0.3457  -0.0865  0.7725
C  1.0604  -0.2460  1.8258
C  0.4595  -0.0127  3.1531
C  1.1127  -0.3661  4.3245
C  0.4901  -0.1200  5.5379
C  -0.7679  0.4598  5.5539
C  -1.3581  0.7852  4.3456
N  -0.7516  0.5735  3.1783
H  2.2344  -0.8957  -1.3423
H  3.1297  -1.1122  -4.6958
H  1.7189  -0.1789  -6.5058
H  -0.4252  0.9596  -5.9523
H  -1.1086  1.1465  -3.5736
H  2.1043  -0.5203  1.7239
H  2.0878  -0.8362  4.2794
H  0.9814  -0.3874  6.4657
H  -1.2855  0.6629  6.4815
H  -2.3442  1.2313  4.3000
S  -3.6774  -0.2094  -2.3476
Sb  -4.5789  -0.7603  -0.1428
S  -2.6490  -1.7632  0.8400
S  -3.8022  1.1657  1.0587

Its spin multiplicity is 2. Its orbital gap (alpha / beta) is 6.0 / 5.9 eV. The expectation value of S² is 0.755. Its total charge is 0.

=====

#B
Here is a molecular structure, C13H10AuN3O2S3Sb from the Open Molecules 2025 dataset. Energies are from wB97M-V/def2-TZVPD.

Cartesian coordinates (Å):
Au  -0.0945  0.6973  -1.3692
O  -0.7300  -2.5116  2.9970
C  -0.5238  -3.3905  1.9898
C  -0.5027  -4.7594  2.2505
C  -0.3024  -5.6746  1.2368
C  -0.1186  -5.2394  -0.0702
C  -0.1384  -3.8866  -0.3349
C  -0.3370  -2.9366  0.6748
C  -0.3242  -1.5167  0.2769
O  -0.2617  -1.3044  -1.0094
N  -0.3672  -0.5710  1.2029
N  -0.3099  0.6409  0.6195
C  -0.3165  1.7757  1.2070
C  -0.2473  2.9516  0.3390
C  -0.1712  4.2391  0.8158
C  -0.1016  5.2959  -0.0889
C  -0.1191  5.0393  -1.4421
C  -0.1999  3.7228  -1.8766
N  -0.2642  2.7215  -1.0061
H  -0.8361  -3.0050  3.8188
H  -0.6477  -5.0981  3.2708
H  -0.2889  -6.7315  1.4692
H  0.0414  -5.9479  -0.8705
H  0.0085  -3.5270  -1.3427
H  -0.3701  1.8542  2.2865
H  -0.1548  4.4126  1.8828
H  -0.0256  6.3117  0.2745
H  -0.0473  5.8280  -2.1756
H  -0.2105  3.4531  -2.9234
S  2.5264  3.7949  -3.8630
Sb  2.4888  1.5593  -3.3983
S  0.1634  0.7933  -3.6652
S  2.7827  1.0089  -1.1765

Its spin multiplicity is 2. Its orbital gap (alpha / beta) is 5.6 / 5.8 eV. The expectation value of S² is 0.765. Its total charge is 0.

=====

Which structure wins on stability? #A wins.

=====

#A
Here is 2 unconnected molecules or ions with the total composition C8H12O from the Open Molecules 2025 dataset. Energies are from wB97M-V/def2-TZVPD.

Cartesian coordinates (Å):
C  -0.7430  -0.1865  -1.7174
C  0.1474  -0.3214  -0.5205
C  0.8501  -1.1738  0.1733
O  1.2459  -2.4575  -0.0044
C  1.2697  -0.3166  1.2999
C  0.3149  0.8418  0.4736
C  1.2466  2.0068  0.0011
H  -0.9724  -1.1652  -2.0529
H  -0.0243  0.3621  -2.3395
H  -1.6503  0.4618  -1.7997
H  0.8725  -2.9627  -0.7406
H  0.9334  -0.7067  2.1710
H  2.3216  -0.0241  1.2717
H  -0.4752  1.1043  1.2040
H  1.9739  1.6008  -0.7642
H  1.7408  2.3308  0.9120
H  0.7883  2.9665  -0.4560
C  -2.8323  -0.1731  0.4996
C  -2.0435  -0.9865  0.9011
H  -3.4709  0.5074  0.0620
H  -1.4932  -1.7081  1.4259

The structure (SMILES) is CC1=C(O)C[C@H]1C.C#C. Its orbital gap is 9.0 eV. Its total charge is 0.

=====

#B
Here is a single C8H12O molecule from the Open Molecules 2025 dataset. Energies are from wB97M-V/def2-TZVPD.

Cartesian coordinates (Å):
C  1.8512  3.6604  -0.9188
O  1.2843  2.3539  -0.6567
C  0.0847  2.4381  0.0633
C  -0.6902  1.3967  0.2508
C  -0.6647  -0.0305  -0.2154
C  -1.5201  -1.0263  0.1459
C  -1.2267  -2.5211  -0.1290
C  -0.4166  -3.2960  1.2001
C  0.3576  -2.8984  0.0181
H  2.0112  4.3953  0.0127
H  2.7795  3.5999  -1.4319
H  1.3268  4.0906  -1.7553
H  0.0021  3.4838  0.6223
H  -1.6752  1.4958  0.5992
H  0.1425  -0.2234  -1.2178
H  -2.3064  -0.9300  0.9360
H  -2.0388  -3.3520  -0.5726
H  -0.7846  -4.3518  1.4840
H  -0.4069  -2.3991  2.0248
H  0.8292  -3.8451  -0.5859
H  1.0611  -2.0406  0.1262

The structure (SMILES) is CO/C=C\C=C\C1CC1. Its orbital gap is 9.1 eV. Its total charge is 0.

=====

Which structure wins on stability? #A wins.

=====

#A
Here is a single CH3NOP2 molecule from the Open Molecules 2025 dataset. Energies are from wB97M-V/def2-TZVPD.

Cartesian coordinates (Å):
H  -1.7907  1.4462  1.6132
P  -1.3351  1.4402  0.3776
C  -0.6499  -0.0669  0.6464
O  0.0170  -0.8283  -0.2174
P  1.3762  -0.4228  -1.1873
N  2.3451  0.6736  -0.9458
H  -0.8119  -0.5317  1.5310
H  0.8493  -1.7102  -1.8175

The structure (SMILES) is [H]/P=C/O[PH]#N. Its orbital gap is 8.8 eV. Its total charge is 0.

=====

#B
Here is a single CH3NOP2 molecule from the Open Molecules 2025 dataset. Energies are from wB97M-V/def2-TZVPD.

Cartesian coordinates (Å):
O  -1.7931  -1.8678  -1.9854
C  -1.2229  -1.3675  -1.0771
P  0.3640  -0.0728  -1.2551
N  0.1971  0.4117  0.2229
P  0.7568  1.6697  1.1469
H  -1.4804  -1.4693  -0.0091
H  1.0905  0.8573  2.2305
H  2.0879  1.8386  0.7265

The structure (SMILES) is O=C/P=N/P. Its orbital gap is 7.7 eV. Its total charge is 0.

=====

Which structure wins on stability? #B wins.

=====

#A
Here is 2 unconnected molecules or ions with the total composition C4H7ClO2S from the Open Molecules 2025 dataset. Energies are from wB97M-V/def2-TZVPD.

Cartesian coordinates (Å):
C  -2.6535  1.2102  -0.8288
C  -1.6462  0.9885  0.0691
C  2.0019  -1.0603  -0.9449
C  2.5109  -0.4587  0.1218
O  -0.9602  -0.9045  -1.5677
O  -2.0690  -1.5522  0.5381
S  -0.8398  -0.6793  -0.1344
Cl  1.6344  1.0124  0.6318
H  -3.2568  2.0263  -0.4641
H  -3.0690  0.7069  -1.6508
H  -1.4780  1.7282  0.7867
H  -2.9103  -1.1307  0.3414
H  1.0602  -0.7811  -1.4465
H  2.6483  -1.6631  -1.5480
H  3.2323  -0.7187  0.9281

Its orbital gap is 10.2 eV. Its total charge is 0.

=====

#B
Here is 2 unconnected molecules or ions with the total composition C4H7ClO2S from the Open Molecules 2025 dataset. Energies are from wB97M-V/def2-TZVPD.

Cartesian coordinates (Å):
C  -1.0334  -0.9072  -1.1109
C  -1.8747  0.3112  -0.7977
C  -0.6711  0.0079  -0.0294
C  1.9736  -0.1883  0.9621
O  0.5643  2.0806  1.0571
O  1.2298  1.2283  -1.1610
S  0.8181  0.9653  0.1980
Cl  -1.0698  -0.8527  2.2110
H  -1.4384  -1.8762  -0.8604
H  -0.3859  -0.9069  -1.9777
H  -1.8255  1.1820  -1.4397
H  -2.8453  0.1570  -0.3515
H  1.9348  -1.1103  0.3968
H  2.9644  0.2493  0.9174
H  1.6592  -0.3401  1.9859

Its orbital gap is 9.0 eV. Its total charge is 0.

=====

Which structure wins on stability? #B wins.

=====

#A
Here is 2 unconnected molecules or ions with the total composition CH2N2O3Si from the Open Molecules 2025 dataset. Energies are from wB97M-V/def2-TZVPD.

Cartesian coordinates (Å):
N  -1.3305  2.1745  0.5460
C  -1.3415  1.2599  -0.1441
Si  -1.0425  -0.2319  -1.1964
O  -0.1532  -0.1737  -2.4056
H  -2.0625  -1.1974  -0.5260
O  0.3015  -1.4614  1.0677
N  1.4294  -1.1051  1.1463
O  1.6991  0.0973  0.5770
H  2.5002  0.6379  0.9351

The structure (SMILES) is N#C[SiH]=O.O=NO. Its orbital gap is 10.4 eV. Its total charge is 0.

=====

#B
Here is 2 unconnected molecules or ions with the total composition CH2N2O3Si from the Open Molecules 2025 dataset. Energies are from wB97M-V/def2-TZVPD.

Cartesian coordinates (Å):
N  1.9529  -0.1620  2.8082
C  1.1769  -0.5145  2.0529
Si  0.2690  -1.0684  0.5273
O  -1.2283  -1.0933  0.3539
H  1.3737  -1.4069  -0.3247
O  0.1981  1.7880  -2.1255
N  -0.2179  0.9218  -1.4075
O  -1.5830  1.0127  -1.3126
H  -1.9414  0.5226  -0.5720

The structure (SMILES) is N#C[SiH]=O.O=NO. Its orbital gap is 9.8 eV. Its total charge is 0.

=====

Which structure wins on stability? #B wins.

=====

#A
Here is a single C6H9ClN2 molecule from the Open Molecules 2025 dataset. Energies are from wB97M-V/def2-TZVPD.

Cartesian coordinates (Å):
H  -1.7937  2.0754  -1.2822
N  -0.8502  2.0163  -0.8853
C  -0.4954  0.8476  -0.5592
C  -1.5832  -0.2934  -0.6278
Cl  -2.8264  -0.0115  0.5683
N  -1.0818  -1.6290  -0.4066
C  0.1290  -1.8660  -0.1317
C  1.2123  -0.8902  -0.4885
C  0.8017  0.5246  0.0213
C  0.7220  0.6476  1.5489
H  -1.9936  -0.1918  -1.6974
H  0.5124  -2.8426  0.0773
H  2.0704  -1.1542  -0.0001
H  1.3394  -0.6843  -1.5449
H  1.4971  1.4477  -0.1789
H  0.0108  1.4311  1.6869
H  1.6806  1.0017  1.9579
H  0.6486  -0.4289  1.9419

The structure (SMILES) is [H]/N=C1\[C@H](Cl)N=CC[C@@H]1C. Its orbital gap is 9.8 eV. Its total charge is 0.

=====

#B
Here is a single C6H9ClN2 molecule from the Open Molecules 2025 dataset. Energies are from wB97M-V/def2-TZVPD.

Cartesian coordinates (Å):
C  -0.9582  2.0476  -1.3097
C  -1.6779  1.4124  -0.4088
C  -1.0094  0.2751  0.3655
N  -1.7344  -0.6093  0.9196
C  -1.2172  -1.7763  1.4626
C  0.4549  0.2183  0.2445
Cl  1.0775  0.8622  1.7383
N  1.0645  -0.2758  -0.7077
C  2.5030  -0.4181  -0.7908
H  -1.3899  2.6847  -2.1264
H  0.0467  1.6698  -1.4140
H  -2.7481  1.4192  -0.1984
H  -1.6105  -1.9540  2.4749
H  -0.0684  -1.8667  1.3907
H  -1.4098  -2.5315  0.6723
H  2.7746  -1.3147  -1.3066
H  3.0257  -0.2968  0.3003
H  2.8770  0.4539  -1.3061

The structure (SMILES) is C=CC(=N/C)/C(Cl)=N/C. Its orbital gap is 10.2 eV. Its total charge is 0.

=====

Which structure wins on stability? #A wins.

=====

#A
Here is 2 unconnected molecules or ions with the total composition C3H4S from the Open Molecules 2025 dataset. Energies are from wB97M-V/def2-TZVPD.

Cartesian coordinates (Å):
C  0.8651  -0.5282  -0.3322
C  -0.3304  -0.4864  0.3111
C  -2.2935  0.1359  0.7262
S  -3.5150  -0.0830  -0.3275
H  1.0803  0.1362  -1.2227
H  1.4988  -1.2070  0.2362
H  -0.2775  -0.9764  1.2063
H  -2.4926  0.1472  1.8600

Its orbital gap is 8.0 eV. Its total charge is 0.

=====

#B
Here is 2 unconnected molecules or ions with the total composition C3H4S from the Open Molecules 2025 dataset. Energies are from wB97M-V/def2-TZVPD.

Cartesian coordinates (Å):
C  1.0591  -0.6639  0.0883
C  1.4344  -2.0359  0.1404
C  0.1828  -1.7088  0.4995
H  2.1416  -2.8197  0.0102
H  -0.7563  -2.0697  0.8451
S  -1.0797  2.8978  -1.3094
H  -0.6007  1.7962  -0.7511
H  -0.8349  3.6215  -0.2258

The structure (SMILES) is C1=CC=1.S. Its orbital gap is 10.2 eV. Its total charge is 0.

=====

Which structure wins on stability? #B wins.

=====

#A
Here is 2 unconnected molecules or ions with the total composition C6H17N3 from the Open Molecules 2025 dataset. Energies are from wB97M-V/def2-TZVPD.

Cartesian coordinates (Å):
C  1.6888  0.8139  0.9266
N  2.2139  0.2502  -0.3149
N  1.1572  0.2742  -1.3945
C  1.0960  -1.0467  -2.0067
N  1.8384  1.1623  -2.2812
H  1.2880  1.8003  0.6963
H  2.4982  0.9078  1.6503
H  0.8819  0.2070  1.3441
H  2.6117  -0.6767  -0.1530
H  2.0762  -1.4003  -2.3586
H  0.4445  -0.9668  -2.8739
H  0.6921  -1.7591  -1.2857
H  2.8156  0.9816  -1.4870
H  1.4817  2.0931  -2.0744
C  -1.3222  -1.3304  2.1672
C  -1.4711  -1.2751  0.8508
C  -1.9919  -0.1206  0.0486
C  -2.4502  1.0880  0.8575
H  -1.5779  -0.5040  2.8143
H  -0.9964  -2.2358  2.6595
H  -1.2558  -2.1651  0.2656
H  -2.8171  -0.4813  -0.5752
H  -1.2061  0.1865  -0.6512
H  -3.2641  0.8221  1.5327
H  -2.7974  1.8761  0.1901
H  -1.6340  1.4987  1.4524

The structure (SMILES) is CNN(C)N.C=CCC. Its orbital gap is 9.5 eV. Its total charge is 0.

=====

#B
Here is a single C6H17N3 molecule from the Open Molecules 2025 dataset. Energies are from wB97M-V/def2-TZVPD.

Cartesian coordinates (Å):
C  -2.4215  1.0016  -0.7434
C  -1.2411  0.1790  -1.2702
C  -1.6452  -1.2962  -1.3742
C  0.0521  0.4255  -0.4312
N  1.2280  0.1135  -1.2686
C  0.0562  -0.3545  0.9273
N  1.1537  -0.1418  1.8946
C  2.4375  -0.6978  1.4693
N  1.2813  1.2564  2.2282
H  -3.3040  0.8549  -1.3764
H  -2.1828  2.0704  -0.7577
H  -2.6923  0.7244  0.2792
H  -1.0570  0.5362  -2.2934
H  -0.8077  -1.9242  -1.6917
H  -2.4489  -1.4213  -2.1080
H  -2.0192  -1.6791  -0.4183
H  0.1053  1.4987  -0.2110
H  1.1778  -0.8509  -1.5882
H  1.2045  0.6958  -2.1058
H  -0.8788  -0.1279  1.4557
H  0.0123  -1.4324  0.7244
H  2.3293  -1.7479  1.1753
H  3.1435  -0.6837  2.3083
H  2.9020  -0.1473  0.6462
H  1.8715  1.3745  3.0545
H  1.7437  1.7739  1.4752

The structure (SMILES) is CC(C)[C@H](N)CN(C)N. Its orbital gap is 9.4 eV. Its total charge is 0.

=====

Which structure wins on stability? #B wins.